Entry 1:
{"formula": "C33H60F2N3O11S3", "method": "ωB97M-V/def2-TZVPD", "de_lowest_kcal_mol": 16.6, "e_homo_ev": -10.5718, "orbital_gap_ha": 0.28655, "charge": 1, "spin_multiplicity": 1, "species": ["C", "C", "O", "N", "H", "H", "C", "H", "H", "H", "H", "H", "H", "C", "C", "O", "N", "H", "H", "C", "H", "H", "H", "H", "H", "H", "C", "C", "O", "N", "H", "H", "C", "H", "H", "H", "H", "H", "H", "O", "H", "O", "H", "F", "C", "C", "C", "C", "C", "C", "H", "H", "H", "H", "H", "F", "C", "C", "C", "C", "C", "C", "H", "H", "H", "H", "H", "C", "C", "C", "S", "O", "O", "C", "H", "H", "H", "H", "H", "H", "H", "H", "C", "C", "C", "S", "O", "O", "C", "H", "H", "H", "H", "H", "H", "H", "H", "C", "C", "C", "S", "O", "O", "C", "H", "H", "H", "H", "H", "H", "H", "H"], "xyz": [[21.5700, -28.1194, 26.8214], [20.8942, -27.4702, 27.9565], [21.3566, -27.5442, 29.1547], [19.6406, -26.6179, 27.7535], [19.9752, -25.7159, 27.4616], [19.2466, -27.0354, 26.7701], [18.7770, -26.4918, 28.9565], [21.7738, -27.2567, 26.2570], [20.9724, -28.7196, 26.1767], [22.4583, -28.6112, 26.9803], [19.1259, -25.7674, 29.6412], [18.5528, -27.3371, 29.2739], [17.9723, -26.0305, 28.5617], [16.2709, -29.6265, 28.1757], [15.9993, -29.8251, 26.6714], [15.8451, -30.9884, 26.2786], [16.1698, -28.7271, 25.7076], [15.9370, -27.8374, 26.2286], [17.1270, -28.4366, 25.6045], [15.7304, -28.8578, 24.2652], [15.8284, -28.6856, 28.5944], [17.3486, -29.7828, 28.4213], [15.7246, -30.3053, 28.7212], [14.7407, -29.4101, 24.0473], [16.3085, -29.4166, 23.4719], [15.7293, -27.8122, 23.9169], [17.6691, -23.8255, 24.3978], [18.2005, -25.0148, 23.7025], [17.5074, -25.4467, 22.7732], [19.3390, -25.8132, 24.2321], [19.7444, -25.0947, 24.9558], [19.0064, -26.6219, 24.7830], [20.2608, -26.4112, 23.1385], [18.3137, -23.1643, 24.9591], [17.3372, -24.4390, 25.3522], [16.7373, -23.2942, 23.8533], [20.3253, -25.5473, 22.5801], [19.6205, -27.2342, 22.6939], [21.3028, -26.8342, 23.5279], [18.5716, -27.7831, 25.6866], [18.8362, -28.5541, 25.2382], [20.3459, -24.6246, 26.4073], [20.7574, -23.7849, 26.2376], [22.9395, -29.6888, 29.7204], [24.1337, -30.3456, 29.9500], [25.3227, -29.6784, 29.9613], [26.5262, -30.4463, 30.2514], [26.5067, -31.8864, 30.1771], [25.1924, -32.4674, 30.0954], [24.0874, -31.7499, 30.0943], [25.5999, -28.6902, 29.9029], [27.4632, -29.8526, 30.2240], [27.4708, -32.3470, 30.1130], [25.2092, -33.5347, 30.3115], [23.1346, -32.3031, 30.1127], [25.6019, -29.2444, 26.3423], [26.2935, -28.1378, 26.5724], [25.6430, -26.9419, 26.9160], [26.5161, -25.8617, 27.3117], [27.8474, -25.9186, 27.3309], [28.5035, -27.0354, 26.8242], [27.6961, -28.2184, 26.4851], [24.5190, -26.9461, 26.7734], [25.8800, -25.0865, 27.6955], [28.4533, -24.9825, 27.6232], [29.5511, -27.2250, 27.2616], [28.2199, -29.2061, 26.2162], [19.9073, -30.7533, 33.7744], [21.0246, -29.9512, 33.2614], [20.6786, -29.3189, 32.0263], [18.9541, -29.0441, 32.1036], [18.3366, -29.7773, 30.9319], [18.6122, -27.6483, 32.3440], [18.5675, -30.0160, 33.4738], [20.1885, -31.1835, 34.6881], [19.9164, -31.7772, 33.1314], [21.9891, -30.4773, 33.2434], [21.2766, -29.1416, 34.0264], [21.2413, -29.9562, 31.4602], [21.0221, -28.1987, 31.8930], [17.7611, -30.5126, 33.1077], [18.3445, -29.1898, 34.1967], [19.0178, -33.0927, 23.5047], [19.4125, -32.6529, 22.0194], [20.3180, -31.5430, 22.0973], [19.7194, -30.5943, 23.4395], [18.6616, -29.7953, 22.8738], [20.8428, -30.0828, 24.2129], [18.8863, -31.8894, 24.4771], [19.9010, -33.7827, 23.7025], [17.9000, -33.5656, 23.7091], [18.5135, -32.3543, 21.4496], [19.9248, -33.5010, 21.3519], [20.4059, -31.0772, 21.2099], [21.1713, -31.8603, 22.3168], [17.9589, -31.6310, 24.8495], [19.4071, -31.8996, 25.1327], [20.7701, -23.2181, 29.8740], [21.0626, -24.0352, 31.0805], [22.3371, -23.6373, 31.6918], [23.4651, -23.0564, 30.3413], [24.4772, -24.0282, 29.8436], [23.9320, -21.7711, 30.7459], [22.1379, -22.8753, 29.1798], [20.3467, -22.1848, 30.2013], [19.9393, -23.6931, 29.0771], [21.1065, -25.0656, 30.8383], [20.2575, -23.9853, 31.8621], [22.6462, -24.5813, 32.1712], [22.4759, -22.9883, 32.5278], [22.3123, -23.7678, 28.4397], [22.0038, -21.8365, 28.6483]], "atomic_forces_ev_per_a": [[-2.07, 1.27, -0.41], [1.43, -0.34, 7.00], [-2.52, 0.69, -5.34], [1.73, -3.58, -0.50], [0.92, 2.30, -0.85], [-0.44, -0.02, 1.83], [3.42, 5.68, -3.78], [0.64, 1.33, -1.48], [-0.85, -0.46, -0.26], [1.89, -1.01, 1.25], [1.04, 0.14, 0.97], [-1.79, -7.53, 3.45], [-3.25, 1.37, -1.18], [0.41, 2.90, -1.24], [0.78, -4.70, 0.59], [0.08, 3.69, 0.02], [-2.49, -0.17, 0.44], [-0.83, -0.90, -1.14], [3.44, 0.38, 0.34], [-2.12, -0.35, -2.03], [1.05, -0.19, -0.57], [-0.75, 0.48, -0.26], [-1.10, -2.21, 0.76], [1.04, 1.41, 1.38], [0.87, 0.47, 1.98], [-0.40, -0.51, -0.03], [-2.05, -0.28, 2.19], [-2.48, -1.57, -3.33], [2.20, 0.19, 1.63], [0.52, 2.22, -0.60], [1.16, -0.99, 0.62], [-0.79, -0.64, 0.72], [-0.52, -2.02, 2.26], [0.61, 0.38, -0.58], [-0.30, 1.23, -1.37], [2.49, -1.57, 1.28], [1.01, 1.09, -2.24], [1.10, 1.07, 0.16], [-2.55, 1.18, -0.50], [-1.41, 1.05, 0.64], [1.26, -1.47, -0.92], [-0.65, -0.38, -0.87], [0.35, 0.47, 0.22], [1.03, -0.54, 0.31], [-0.72, -0.16, -0.43], [2.04, -3.03, 1.59], [-0.92, -1.44, -1.92], [-1.59, 3.86, -0.04], [4.96, -1.88, 1.43], [-3.11, 1.51, -0.54], [-0.72, 2.46, -0.40], [-0.60, -0.72, 0.29], [-0.02, -0.85, 0.30], [-0.55, 0.01, -0.61], [0.31, 0.69, -0.01], [-0.75, -0.70, -0.34], [1.57, 1.51, 0.01], [1.20, -0.85, -0.56], [-5.29, -1.10, -0.29], [3.03, 1.79, -0.42], [-0.31, -3.29, 1.96], [1.70, 0.74, 0.34], [1.54, 0.52, 0.73], [0.59, 1.03, 0.14], [-1.03, -1.76, -0.18], [-1.29, 0.41, -1.78], [-1.04, 1.68, 0.50], [-1.33, -3.85, -3.08], [2.71, 2.27, 5.02], [0.55, 5.24, -0.35], [-1.82, -1.24, -4.64], [0.77, 1.88, 1.72], [0.56, -0.97, -0.34], [3.19, 2.28, 2.94], [-0.59, 0.05, 1.91], [-0.39, 2.18, 0.96], [-0.46, -0.24, -0.30], [-0.52, -0.83, -0.44], [-0.12, -1.18, -3.74], [-0.01, -2.33, 0.20], [-2.38, -1.95, -0.20], [-0.18, -1.21, 0.03], [-1.81, -1.81, 0.15], [-2.70, -3.50, -1.45], [-4.85, 1.39, 1.17], [-0.26, -0.08, 1.09], [-0.25, 1.34, 0.21], [-0.88, 0.48, -0.46], [-6.73, 0.44, -15.90], [-1.56, 0.63, 0.82], [3.24, 0.24, -1.40], [0.25, -0.22, 0.28], [-1.30, 1.46, 1.83], [-0.07, 2.41, -2.75], [7.53, -2.50, 2.27], [-2.33, 0.66, -0.20], [11.65, -0.97, 14.42], [-2.02, 2.34, -1.90], [-2.48, 0.30, 1.24], [2.51, -2.14, 0.51], [1.07, -1.56, -0.01], [-2.30, 1.36, 0.96], [0.37, 0.90, 0.27], [-1.80, -1.13, -3.05], [0.40, -1.78, -0.49], [2.46, 1.24, 2.10], [0.22, -1.15, -0.47], [0.44, 0.12, -0.76], [0.91, 0.24, -0.48], [-0.68, 1.34, 0.05], [-0.10, 1.98, 0.88], [1.02, -2.14, 1.03]], "mulliken_charge": [-1.618, 0.880, -0.534, 1.107, 0.202, -0.009, -1.594, 0.312, 0.313, 0.541, 0.083, 0.730, 0.627, -1.095, 0.729, -0.487, 0.348, 0.569, -0.249, -0.601, 0.386, 0.130, 0.499, 0.325, 0.157, 0.407, -0.910, 0.718, -0.540, 1.079, 0.202, -0.144, -0.776, 0.329, 0.146, 0.296, 0.522, 0.266, 0.173, -1.367, -0.227, -0.988, 0.044, 0.012, 0.107, -0.264, -0.589, -0.497, -0.598, -0.264, 0.705, 0.319, 0.405, 0.327, 0.372, -0.313, 0.729, -0.106, -0.307, -0.461, -0.460, -0.455, 0.146, 0.369, 0.297, 0.252, 0.311, -0.711, -0.970, -0.018, 1.480, -0.710, -0.726, -1.011, 0.514, 0.211, 0.486, 0.284, 0.309, -0.057, 0.542, 0.355, -0.314, -0.568, -1.317, 1.325, -0.697, -0.737, -1.250, 0.248, 0.251, 0.250, 0.343, 0.570, 0.667, 0.273, 0.923, -0.247, -0.015, -0.920, 1.047, -0.536, -0.679, -0.470, 0.402, -0.026, -0.203, 0.378, 0.409, 0.458, 0.123, 0.314]}


Entry 2:
{"formula": "C33H60N7O4PS2", "method": "ωB97M-V/def2-TZVPD", "e_homo_ev": -8.1330, "orbital_gap_ha": 0.26564, "smiles": "CCN(CC)C(=S)SCCCN(CC(=O)O)C(=O)OP(C)C.CCCC#N.CCCC#N.CCCC#N.CCCC#N.CCCC#N", "spin_multiplicity": 1, "species": ["C", "C", "N", "C", "C", "C", "S", "S", "C", "C", "C", "N", "C", "C", "O", "O", "C", "O", "O", "P", "C", "C", "H", "H", "H", "H", "H", "H", "H", "H", "H", "H", "H", "H", "H", "H", "H", "H", "H", "H", "H", "H", "H", "H", "H", "H", "H", "C", "C", "C", "C", "N", "H", "H", "H", "H", "H", "H", "H", "C", "C", "C", "C", "N", "H", "H", "H", "H", "H", "H", "H", "C", "C", "C", "C", "N", "H", "H", "H", "H", "H", "H", "H", "C", "C", "C", "C", "N", "H", "H", "H", "H", "H", "H", "H", "C", "C", "C", "C", "N", "H", "H", "H", "H", "H", "H", "H"], "xyz": [[2.6038, 0.9116, 2.2404], [2.2461, 1.5489, 0.8124], [1.8162, 0.5592, -0.2159], [0.6357, -0.2597, 0.2066], [-0.4928, 0.5269, 1.0314], [1.5721, 1.1995, -1.5332], [2.7806, 1.0168, -2.6991], [0.0773, 2.2047, -1.9650], [-1.1423, 1.2042, -2.9426], [-2.3438, 0.5719, -2.0942], [-3.0072, 1.5545, -1.0199], [-3.8317, 2.6101, -1.6861], [-3.5339, 3.9852, -1.1929], [-4.0308, 4.2200, 0.3091], [-4.8298, 5.1649, 0.5076], [-3.6138, 3.4339, 1.4308], [-5.2723, 2.3573, -1.5884], [-5.9828, 2.6983, -2.5736], [-5.9370, 1.8114, -0.4580], [-7.0582, 0.5881, -0.9534], [-8.5726, 0.8282, 0.1818], [-6.4324, -1.1520, -0.5620], [1.7426, 0.2974, 2.6787], [2.7708, 1.7844, 2.9780], [3.5671, 0.3068, 2.2335], [1.5225, 2.4271, 0.9602], [3.2301, 2.0122, 0.4206], [0.1288, -0.6317, -0.7616], [1.0457, -1.1824, 0.7548], [-0.3593, 0.3878, 2.1679], [-0.5137, 1.6512, 0.8571], [-1.5093, 0.0816, 0.7683], [-0.5610, 0.3279, -3.4170], [-1.5162, 1.8274, -3.8375], [-3.1777, 0.3180, -2.8547], [-2.0874, -0.4261, -1.5892], [-2.2466, 2.1009, -0.3541], [-3.6055, 0.8843, -0.2939], [-4.0662, 4.7572, -1.8627], [-2.4096, 4.2023, -1.3392], [-4.2603, 2.6799, 1.4534], [-9.1901, -0.1347, 0.1084], [-8.2415, 0.9218, 1.2686], [-9.1970, 1.6975, -0.2018], [-5.6415, -1.5455, -1.2821], [-6.0259, -1.2062, 0.5131], [-7.3580, -1.8422, -0.6058], [-0.3665, -0.6395, 6.6959], [-0.8825, 0.6859, 6.1473], [-2.2381, 0.5521, 5.4496], [-2.1243, -0.3906, 4.2872], [-2.0350, -1.1305, 3.3740], [-0.1956, -1.3674, 5.8978], [0.5869, -0.4925, 7.2099], [-1.0763, -1.0697, 7.4091], [-0.1440, 1.0931, 5.4487], [-0.9743, 1.4005, 6.9701], [-2.5722, 1.5273, 5.0860], [-2.9920, 0.1729, 6.1449], [-0.9380, -3.9742, -1.3737], [-1.2625, -4.5059, -2.7661], [-1.9814, -3.4781, -3.6430], [-3.2835, -3.0864, -3.0081], [-4.3045, -2.7789, -2.5079], [-1.8444, -3.7225, -0.8169], [-0.4012, -4.7292, -0.7946], [-0.3098, -3.0798, -1.4320], [-1.8790, -5.4050, -2.6679], [-0.3328, -4.8059, -3.2580], [-2.1797, -3.8992, -4.6316], [-1.3637, -2.5850, -3.7727], [-1.9764, -5.4548, 7.6214], [-3.4477, -5.2618, 7.9734], [-4.0193, -3.9453, 7.4418], [-3.2708, -2.7872, 8.0340], [-2.6812, -1.8791, 8.4989], [-1.3495, -4.6806, 8.0711], [-1.6200, -6.4178, 7.9948], [-1.8263, -5.4333, 6.5379], [-3.5605, -5.3023, 9.0614], [-4.0247, -6.0936, 7.5593], [-5.0759, -3.8594, 7.7070], [-3.9388, -3.9035, 6.3521], [8.3575, 2.8555, -3.2200], [6.8500, 2.7728, -3.4297], [6.0515, 3.1986, -2.1957], [6.3824, 2.3018, -1.0381], [6.6420, 1.5973, -0.1301], [8.6924, 2.1794, -2.4285], [8.8823, 2.5713, -4.1318], [8.6612, 3.8728, -2.9555], [6.5859, 1.7460, -3.7055], [6.5731, 3.4133, -4.2720], [4.9797, 3.1347, -2.4012], [6.2841, 4.2322, -1.9257], [9.3593, -0.2394, -7.1651], [7.8910, -0.0461, -6.8010], [7.3155, 1.2712, -7.3264], [8.0693, 2.4284, -6.7389], [8.6621, 3.3361, -6.2776], [9.9902, 0.5341, -6.7197], [9.7183, -1.2029, -6.7956], [9.5006, -0.2168, -8.2498], [7.7872, -0.0878, -5.7120], [7.3104, -0.8774, -7.2112], [6.2610, 1.3569, -7.0523], [7.3869, 1.3143, -8.4165]], "atomic_forces_ev_per_a": [[-0.28, 0.53, 0.28], [1.68, 0.84, 0.62], [-1.58, 1.23, -0.70], [-0.96, -0.02, -0.37], [-0.05, -0.47, 0.91], [2.02, -1.40, -0.74], [-1.91, 0.44, 1.71], [0.01, -0.22, 0.32], [0.01, -1.74, -0.75], [-0.82, 0.39, -0.31], [0.82, -0.71, 0.83], [-1.14, -0.82, 2.21], [0.47, 0.67, -0.22], [-2.35, 3.39, 0.70], [2.92, -3.41, -0.62], [-1.07, -0.18, -2.23], [-3.15, 1.62, -4.17], [2.71, -1.04, 3.74], [2.01, -0.48, -0.65], [-1.68, -0.63, -1.54], [0.62, -0.59, 0.63], [0.27, -0.18, 1.76], [1.29, 0.75, -0.73], [-0.24, -1.28, -1.22], [-1.36, 0.66, -0.22], [0.71, -1.32, -0.23], [-1.55, -0.67, 0.53], [0.93, 0.39, 1.43], [-0.77, 1.43, -0.66], [-0.20, 0.13, -1.87], [0.11, -1.60, -0.09], [1.35, 0.66, 0.46], [-0.76, 1.38, 0.65], [0.57, -0.67, 1.72], [1.24, 0.34, 1.13], [-0.01, 1.55, -0.65], [-0.91, -1.12, -1.22], [0.62, 1.16, -1.16], [0.56, -1.32, 1.32], [-1.66, -0.59, 0.56], [0.74, 0.73, 0.09], [0.91, 1.34, -0.06], [-0.71, 0.18, -1.28], [0.98, -1.06, 0.68], [-1.23, 0.82, 0.91], [-0.49, -0.19, -1.44], [1.36, 1.19, -0.06], [0.04, -0.08, 0.14], [0.37, -0.14, 0.14], [0.30, -0.39, -0.59], [-0.15, -1.51, -1.89], [-0.28, 2.10, 2.76], [-0.04, 0.06, -0.01], [-0.07, 0.00, -0.03], [0.31, 0.16, -0.23], [-0.16, 0.08, 0.00], [-0.11, 0.00, -0.13], [-0.05, -0.16, -0.12], [0.06, -0.08, -0.12], [0.02, -0.02, 0.05], [0.17, -0.14, 0.32], [-0.69, -0.06, 0.46], [-2.13, 0.83, 0.78], [3.15, -1.02, -1.53], [0.04, 0.03, -0.07], [0.00, 0.10, -0.05], [-0.03, -0.06, 0.04], [0.03, 0.09, -0.13], [-0.13, 0.05, -0.09], [-0.12, 0.15, 0.07], [-0.15, 0.01, 0.05], [0.06, -0.06, 0.00], [0.27, -0.26, 0.08], [0.45, 0.43, 0.50], [1.00, 2.04, 0.81], [-1.99, -2.82, -1.19], [-0.07, 0.00, -0.07], [-0.03, 0.07, -0.07], [0.02, 0.01, 0.09], [-0.10, 0.05, -0.11], [-0.07, 0.15, 0.02], [0.11, 0.17, -0.02], [0.06, 0.12, 0.10], [0.13, -0.14, 0.09], [0.32, -0.03, -0.19], [0.22, -0.70, 0.42], [0.31, -1.29, 2.05], [-0.75, 2.05, -2.69], [-0.12, 0.09, 0.06], [-0.04, 0.13, 0.20], [0.01, -0.08, -0.05], [-0.12, 0.08, 0.06], [-0.07, -0.02, 0.11], [0.05, -0.04, 0.19], [0.02, -0.13, 0.08], [0.06, -0.06, 0.01], [0.25, -0.24, 0.07], [0.46, 0.43, 0.53], [1.04, 2.09, 0.68], [-1.75, -2.69, -1.56], [-0.07, 0.00, -0.07], [-0.03, 0.07, -0.07], [0.02, 0.00, 0.09], [-0.10, 0.05, -0.10], [-0.07, 0.14, 0.03], [0.11, 0.16, -0.02], [0.05, 0.12, 0.10]], "mulliken_charge": [-1.011, -0.049, 0.133, -0.131, -0.007, -0.282, -0.118, -0.026, -0.800, -0.022, -0.552, 0.251, -0.308, 0.545, -0.556, -0.427, 0.110, -0.578, -0.117, 0.179, -1.000, -0.500, 0.179, 0.326, 0.291, 0.251, 0.179, -0.307, 0.287, -0.158, 0.169, 0.093, 0.257, 0.429, 0.447, -0.133, 0.273, 0.252, 0.327, 0.287, 0.356, 0.325, 0.284, 0.300, 0.003, 0.264, 0.331, -0.879, -0.494, -0.301, 0.309, -0.554, 0.346, 0.353, 0.118, 0.282, 0.335, 0.251, 0.343, -0.952, -0.499, -0.269, 0.271, -0.559, 0.357, 0.390, 0.070, 0.300, 0.346, 0.358, 0.103, -1.132, -0.430, -0.348, 0.284, -0.589, 0.344, 0.326, 0.305, 0.292, 0.310, 0.296, 0.276, -1.230, -0.227, -0.304, 0.226, -0.517, 0.390, 0.298, 0.306, 0.143, 0.351, 0.135, 0.402, -1.185, -0.336, -0.387, 0.270, -0.511, 0.351, 0.348, 0.299, 0.190, 0.353, 0.286, 0.343]}